{
  "formula": "H4N2O2S2",
  "method": "ωB97M-V/def2-TZVPD",
  "lumo_ev": [-1.712, -1.711],
  "orbital_gap_ev": [7.4, 7.4],
  "relative_energy_kcal_mol": 51.94,
  "symbols": ["S", "S", "O", "O", "N", "N", "H", "H", "H", "H"],
  "positions_angstrom": [[0.70097, 1.65274, -2.00405], [0.17569, -0.90219, 0.96733], [0.94582, 0.53409, 0.56118], [-1.13186, -0.58826, 0.04544], [-0.24664, -0.47897, 2.35931], [-0.19068, 0.38050, -2.18490], [-0.15875, -1.17795, 3.00235], [0.32716, -0.23061, -2.83862], [0.53816, 1.33838, 0.92837], [-0.95986, -0.52772, -0.83641]],
  "forces_ev_per_angstrom": [[-0.5861, -0.4003, 0.0467], [-0.1389, 3.2076, -0.0148], [1.0315, -0.8629, -0.8678], [-1.1343, -1.1758, 5.3457], [-0.7492, 1.2852, -1.5762], [1.1436, 0.4591, -1.1131], [0.2506, -2.3921, 2.1702], [-0.4117, 0.0062, 0.1443], [-0.4247, -0.6907, 0.3638], [1.0191, 0.5636, -4.4988]]
}

=====

{
  "formula": "H4N2O2S3",
  "method": "ωB97M-V/def2-TZVPD",
  "lumo_ev": 0.014,
  "orbital_gap_ev": 9.0,
  "relative_energy_kcal_mol": 17.04,
  "symbols": ["S", "S", "S", "O", "O", "N", "N", "H", "H", "H", "H"],
  "positions_angstrom": [[0.81549, -0.06101, 1.56810], [-1.26441, -0.16276, -0.50389], [1.92845, 0.38095, -0.30106], [3.12348, 1.02416, 0.14817], [2.48062, -1.14958, -0.77103], [-2.60816, 0.89632, -0.15044], [-0.62403, -0.64033, 0.93097], [2.92985, -0.99507, -1.65209], [-0.74130, -1.62999, 1.05199], [-3.51058, 0.46235, -0.11560], [-2.52942, 1.87496, -0.20513]],
  "forces_ev_per_angstrom": [[0.8841, 0.4464, -0.7543], [-2.3327, 2.1686, -0.7446], [-0.2935, -1.6568, -0.1660], [1.0107, 1.1633, 0.6425], [-0.2502, 0.7589, -0.7726], [1.5816, -2.6826, -0.1444], [-0.0791, -0.7248, 0.5794], [-0.6726, -0.2647, 1.2332], [0.0587, -0.2981, 0.2351], [-0.1150, 0.1684, -0.0008], [0.2081, 0.9214, -0.1075]]
}

=====

{
  "formula": "H4N2O2S3",
  "method": "ωB97M-V/def2-TZVPD",
  "lumo_ev": 0.419,
  "orbital_gap_ev": 9.2,
  "relative_energy_kcal_mol": 19.58,
  "symbols": ["S", "S", "S", "O", "O", "N", "N", "H", "H", "H", "H"],
  "positions_angstrom": [[0.62956, -0.78641, 1.25369], [-1.33075, 0.58329, -0.45343], [2.24809, 0.45304, 0.39735], [3.55539, -0.03075, 0.80819], [2.11289, -0.00498, -1.17888], [-0.61047, -0.89841, 0.14920], [-2.79193, 0.59495, 0.32345], [-0.28104, -1.66310, -0.38626], [3.09265, -0.13715, -1.47464], [-2.98736, 1.37300, 0.91618], [-3.63703, 0.51653, -0.35485]],
  "forces_ev_per_angstrom": [[0.8806, 0.1751, 1.2892], [0.6319, -1.0645, -0.0833], [-0.3100, 0.5987, -0.7012], [0.0244, -0.4264, 0.5302], [1.9779, -0.3165, -0.5394], [0.2135, 1.4591, 0.6972], [-2.7126, -0.5129, -2.1685], [-0.8241, -0.4312, -1.8771], [-2.3482, 0.1903, 0.6964], [0.4039, 0.4418, 0.6092], [2.0627, -0.1135, 1.5472]]
}

=====

{
  "formula": "H4N2O3Si",
  "method": "ωB97M-V/def2-TZVPD",
  "smiles": "[H]/N=[SiH]/ON=O.O",
  "lumo_ev": -0.792,
  "orbital_gap_ev": 9.4,
  "relative_energy_kcal_mol": 100.80,
  "symbols": ["Si", "O", "O", "O", "N", "N", "H", "H", "H", "H"],
  "positions_angstrom": [[0.44383, -0.02704, -0.84422], [-1.27970, -3.06915, 0.49659], [0.18341, -1.60770, -0.24691], [0.86309, 2.13269, 1.41973], [-1.01660, 0.46813, -1.36564], [-0.88549, -2.41987, -0.44988], [0.22053, 2.13814, 2.12274], [0.48833, 1.03405, 1.38200], [-0.84846, 1.31368, -1.80917], [1.83106, 0.03709, -0.70525]],
  "forces_ev_per_angstrom": [[-3.8755, -2.6372, -0.3119], [2.1718, 2.5175, -2.1333], [1.4908, 0.6072, 1.6436], [-1.7807, -5.9216, -0.3929], [1.7676, -1.4473, 1.1739], [-2.6542, -2.2083, 0.6979], [-0.5420, 1.7603, 1.2046], [2.2689, 4.1411, -0.5923], [-0.3891, 2.6327, -1.2982], [1.5425, 0.5555, 0.0085]]
}

=====

{
  "formula": "H4N2OS",
  "method": "ωB97M-V/def2-TZVPD",
  "lumo_ev": [-0.749, -0.526],
  "orbital_gap_ev": [7.3, 8.8],
  "relative_energy_kcal_mol": 65.60,
  "symbols": ["S", "O", "N", "N", "H", "H", "H", "H"],
  "positions_angstrom": [[0.09692, -0.53742, 0.56063], [-2.23169, 0.20108, -0.09333], [0.54890, -1.47399, -0.54553], [1.03376, 0.76747, 0.21895], [0.07541, -2.36349, -0.57519], [1.12723, 1.51377, 0.88503], [1.60113, 0.77039, -0.61456], [-2.25166, 1.12220, 0.16400]],
  "forces_ev_per_angstrom": [[-1.1875, 1.2146, -0.9091], [1.8068, -1.1105, 0.3095], [0.2529, 0.1803, -0.2222], [-0.3725, -0.4519, 0.4155], [-0.3124, -0.1656, 0.2518], [-0.1196, -0.0232, 0.0580], [-0.1261, -0.1346, -0.0751], [0.0583, 0.4908, 0.1715]]
}

=====

{
  "formula": "H4N3O3Si",
  "method": "ωB97M-V/def2-TZVPD",
  "lumo_ev": 3.535,
  "orbital_gap_ev": 6.7,
  "total_charge": -1,
  "relative_energy_kcal_mol": 12.88,
  "symbols": ["Si", "O", "O", "O", "N", "N", "N", "H", "H", "H", "H"],
  "positions_angstrom": [[0.17007, -0.89886, -0.95111], [0.94566, -0.27270, 0.28290], [0.69287, 1.81073, 4.75037], [2.46511, 0.86035, 3.79236], [0.37600, -0.81530, 2.83546], [0.73112, -0.19976, 3.78600], [1.18314, 1.00699, 3.96772], [0.93245, -0.48189, -2.15391], [-0.04192, -2.33130, -0.51209], [0.81144, -0.49728, 1.19634], [-1.25379, -0.56151, -1.47206]],
  "forces_ev_per_angstrom": [[-1.3645, -0.9818, -0.6508], [0.7828, 1.5512, -1.5378], [-0.7224, 0.6243, -0.1849], [-0.6967, 1.9485, -0.0270], [0.3182, 0.1581, 0.4276], [-4.2533, -5.0667, -0.8307], [5.4607, 2.1321, 0.8975], [0.2175, -0.4936, -0.0099], [0.2491, 0.1162, -0.7950], [-0.6590, -0.2285, 1.9673], [0.6676, 0.2403, 0.7436]]
}

=====

{
  "formula": "H4N3P",
  "method": "ωB97M-V/def2-TZVPD",
  "smiles": "Pn1[nH][nH]1",
  "lumo_ev": 0.993,
  "orbital_gap_ev": 10.1,
  "relative_energy_kcal_mol": 81.72,
  "symbols": ["P", "N", "N", "N", "H", "H", "H", "H"],
  "positions_angstrom": [[1.26879, -0.19318, -0.07406], [-1.31811, 0.60166, 0.01108], [-0.26767, -0.10523, 0.61538], [-1.27595, -0.78482, -0.21571], [-1.15142, 1.20359, -0.81711], [1.43175, 1.05841, 0.36966], [-0.61335, -1.15339, -0.92272], [1.92594, -0.62704, 1.03348]],
  "forces_ev_per_angstrom": [[0.7853, -0.0832, -2.0303], [-0.3821, 1.3534, -1.2365], [-1.7571, -0.6783, 2.1016], [0.0344, -2.1307, 0.8231], [0.8226, -0.6471, 0.2223], [1.0027, 2.0976, 0.1195], [-1.0092, 0.8874, -1.0406], [0.5034, -0.7990, 1.0408]]
}

=====

{
  "formula": "H4N4O",
  "method": "ωB97M-V/def2-TZVPD",
  "smiles": "NNNN=O",
  "lumo_ev": 0.709,
  "orbital_gap_ev": 10.3,
  "relative_energy_kcal_mol": 0.00,
  "symbols": ["O", "N", "N", "N", "N", "H", "H", "H", "H"],
  "positions_angstrom": [[-1.40289, -0.38033, 1.27638], [-0.68940, 0.86183, -0.36831], [-1.33288, 0.74346, 0.82013], [0.14268, -0.14545, -0.84342], [1.26225, -0.28533, 0.10705], [-0.43152, -1.00133, -0.80388], [1.01599, -0.80496, 0.95368], [-0.57177, 1.78457, -0.76512], [2.00753, -0.77246, -0.37651]],
  "forces_ev_per_angstrom": [[0.6315, 0.6190, -0.5528], [-0.1017, -0.7513, 0.7193], [-0.4340, 0.3119, -0.5829], [0.3605, -0.7843, 1.0612], [-0.3872, 0.1036, -0.4841], [0.3307, 0.4430, -0.0741], [-0.2315, 0.0694, -0.4933], [-0.0210, -0.0893, 0.4718], [-0.1475, 0.0779, -0.0650]]
}

=====

{
  "formula": "H4N4O2",
  "method": "ωB97M-V/def2-TZVPD",
  "lumo_ev": [-0.297, -0.301],
  "orbital_gap_ev": [7.5, 7.5],
  "relative_energy_kcal_mol": 68.73,
  "symbols": ["O", "O", "N", "N", "N", "N", "H", "H", "H", "H"],
  "positions_angstrom": [[1.13816, 1.27813, -0.10014], [-1.28701, 0.31080, -0.20481], [-1.02791, 1.48076, -0.73115], [0.48738, -1.53877, 0.64956], [0.19439, 1.76429, -0.77098], [-0.58663, -1.12488, 1.02679], [0.79888, -2.06801, -0.17498], [-1.48888, -1.68261, 0.81801], [0.46309, 2.65342, -1.47906], [1.30852, -1.07313, 0.96676]],
  "forces_ev_per_angstrom": [[0.5787, -1.1003, 0.0411], [-0.9497, -0.2753, -0.0159], [0.0924, -0.9631, -0.4579], [3.2329, -1.4351, -1.6949], [1.1792, 3.7052, -1.9118], [-3.8650, 0.8149, 1.5715], [-1.4120, -0.2962, -0.1968], [2.0541, 1.2333, -0.6589], [-1.2990, -2.6926, 2.4558], [0.3883, 1.0092, 0.8679]]
}

=====

{
  "formula": "H4NOPS2",
  "method": "ωB97M-V/def2-TZVPD",
  "lumo_ev": -0.147,
  "orbital_gap_ev": 9.0,
  "relative_energy_kcal_mol": 16.33,
  "symbols": ["S", "S", "P", "O", "N", "H", "H", "H", "H"],
  "positions_angstrom": [[3.58852, 1.48704, -0.06874], [2.40715, -1.90329, -0.05107], [2.30993, 0.03613, -0.01807], [0.89197, 0.68935, 0.01405], [-2.00051, -0.04130, -0.06070], [-2.09613, -0.13375, 0.98715], [-2.76358, 0.63124, -0.36505], [-2.30572, -0.94664, -0.55107], [-0.03163, 0.18122, 0.11348]],
  "forces_ev_per_angstrom": [[-0.4490, -1.2319, 0.0407], [-0.0368, 1.4008, 0.0755], [0.6763, -0.0622, -0.1486], [-2.6277, -1.0061, 0.4496], [-1.6233, -0.6519, -0.1014], [-0.2155, -0.2144, -1.6482], [1.4863, -0.8017, 0.6167], [0.7645, 1.5411, 1.3986], [2.0252, 1.0263, -0.6830]]
}

=====

{
  "formula": "H4NP",
  "method": "ωB97M-V/def2-TZVPD",
  "lumo_ev": [-0.404, -0.395],
  "orbital_gap_ev": [9.5, 7.4],
  "relative_energy_kcal_mol": 73.38,
  "symbols": ["P", "N", "H", "H", "H", "H"],
  "positions_angstrom": [[0.74647, -0.57985, 0.57283], [0.38332, 0.75091, -0.49789], [0.42785, 0.02796, 1.78849], [-0.57572, 1.21318, -0.45771], [0.61181, 0.63612, -1.46828], [-1.59373, -2.04832, 0.06255]],
  "forces_ev_per_angstrom": [[-0.4124, 0.1703, -1.6928], [-1.8627, 0.2916, 1.1747], [-0.4599, 0.3771, 0.2214], [1.8847, -0.8236, 0.2448], [0.2546, -0.3823, -0.1761], [0.5958, 0.3670, 0.2279]]
}

=====

{
  "formula": "H4NP",
  "method": "ωB97M-V/def2-TZVPD",
  "lumo_ev": [-1.419, -1.427],
  "orbital_gap_ev": [7.4, 7.4],
  "relative_energy_kcal_mol": 58.29,
  "symbols": ["P", "N", "H", "H", "H", "H"],
  "positions_angstrom": [[-2.52995, 1.52104, 1.46022], [0.81288, -0.34945, -0.83362], [1.79118, -0.60120, -0.59028], [0.77731, -0.77493, -1.74860], [-3.56822, 1.75682, 2.34381], [0.08892, -0.62182, -0.17062]],
  "forces_ev_per_angstrom": [[0.6314, -0.1447, -0.5361], [1.7067, 0.1736, -0.3123], [-1.2796, 0.3281, 0.7712], [-1.0641, -0.1151, -0.0047], [-0.6206, 0.1382, 0.5287], [0.6261, -0.3800, -0.4468]]
}

=====

{
  "formula": "H4NP",
  "method": "ωB97M-V/def2-TZVPD",
  "lumo_ev": 0.737,
  "orbital_gap_ev": 9.9,
  "relative_energy_kcal_mol": 21.46,
  "symbols": ["P", "N", "H", "H", "H", "H"],
  "positions_angstrom": [[-0.93376, -0.08723, 0.41136], [0.72746, -0.41158, 0.33420], [-1.26755, 0.30961, -1.36731], [-0.64797, 1.20460, 0.79017], [1.16170, 0.33492, -0.26599], [0.96012, -1.35031, 0.09757]],
  "forces_ev_per_angstrom": [[-0.7382, -0.1413, -2.9251], [0.4027, 1.6961, -0.6800], [0.3873, -0.4607, 3.0866], [-0.4414, 1.0136, 0.0056], [-0.0189, -1.6899, 0.9158], [0.4087, -0.4178, -0.4030]]
}

=====

{
  "formula": "H4NPSi",
  "method": "ωB97M-V/def2-TZVPD",
  "lumo_ev": [-0.346, -0.615],
  "orbital_gap_ev": [10.2, 6.2],
  "relative_energy_kcal_mol": 79.00,
  "symbols": ["P", "Si", "N", "H", "H", "H", "H"],
  "positions_angstrom": [[2.26295, -0.10044, -0.07247], [-0.83069, -0.02174, 0.66111], [0.83268, -0.03329, 0.30850], [1.36489, 0.05459, -3.17755], [-0.91156, 1.60442, 0.61692], [-0.97509, -0.66541, 2.07421], [-1.74318, -0.83812, -0.41073]],
  "forces_ev_per_angstrom": [[2.0760, -0.0415, -0.9407], [-0.7761, 0.8796, -0.0127], [-1.6104, -0.5349, 0.4765], [0.1085, -0.0244, 0.1779], [-0.6980, -2.0539, 0.1822], [-0.1880, 0.6334, -1.2032], [1.0881, 1.1417, 1.3200]]
}

=====

{
  "formula": "H4NS",
  "method": "ωB97M-V/def2-TZVPD",
  "lumo_ev": 4.830,
  "orbital_gap_ev": 7.4,
  "total_charge": -1,
  "relative_energy_kcal_mol": 1.37,
  "symbols": ["S", "N", "H", "H", "H", "H"],
  "positions_angstrom": [[-0.74742, 0.96095, 0.17659], [1.40485, -1.87494, -0.27954], [1.31333, -0.90718, 0.04515], [0.96399, -1.73554, -1.20781], [0.65627, -2.36849, 0.19044], [-0.55391, 2.30030, 0.11908]],
  "forces_ev_per_angstrom": [[0.0758, 0.2478, -0.0238], [-0.5133, 0.4441, -1.1715], [-0.0214, -0.1036, 0.3828], [0.5289, -0.2650, 0.3675], [-0.0450, -0.0331, 0.4323], [-0.0250, -0.2901, 0.0127]]
}

=====

{
  "formula": "H4O2",
  "method": "ωB97M-V/def2-TZVPD",
  "smiles": "O.O",
  "lumo_ev": 0.925,
  "orbital_gap_ev": 12.0,
  "relative_energy_kcal_mol": 4.08,
  "symbols": ["O", "O", "H", "H", "H", "H"],
  "positions_angstrom": [[0.25095, -1.30729, 0.42344], [0.12261, 1.15796, -0.50303], [-0.61459, 1.74216, -0.82823], [-0.60318, -1.21335, 0.88566], [0.03065, 0.25618, -0.86858], [0.81356, -0.63566, 0.89073]],
  "forces_ev_per_angstrom": [[0.2421, 0.6218, 1.1025], [-0.9459, 0.9371, -0.5814], [1.1792, -1.2332, 0.3157], [0.4961, -0.1286, -0.3346], [-0.2691, 0.6742, 0.1985], [-0.7023, -0.8714, -0.7007]]
}

=====

{
  "formula": "H4O2",
  "method": "ωB97M-V/def2-TZVPD",
  "smiles": "O.O",
  "lumo_ev": 0.793,
  "orbital_gap_ev": 11.7,
  "relative_energy_kcal_mol": 2.78,
  "symbols": ["O", "O", "H", "H", "H", "H"],
  "positions_angstrom": [[-1.29332, -0.10538, -0.06249], [1.39156, 0.10788, 0.04577], [-1.80914, 0.10825, 0.69514], [0.44864, -0.15879, 0.25049], [1.68784, -0.71052, -0.32652], [-1.11326, 0.74104, -0.48533]],
  "forces_ev_per_angstrom": [[0.3648, -0.1797, -0.8419], [-1.5389, -0.0822, 0.5941], [-0.7347, 0.2010, 0.9862], [1.1620, 0.6625, -0.1397], [0.7774, -0.6301, -0.4595], [-0.0307, 0.0285, -0.1392]]
}

=====

{
  "formula": "H4O2",
  "method": "ωB97M-V/def2-TZVPD",
  "smiles": "O.O",
  "lumo_ev": 0.574,
  "orbital_gap_ev": 11.7,
  "relative_energy_kcal_mol": 8.77,
  "symbols": ["O", "O", "H", "H", "H", "H"],
  "positions_angstrom": [[0.10244, 0.85979, -1.27493], [-0.11101, -0.23452, 1.22855], [0.47715, 0.91432, -0.39072], [0.64928, -0.81734, 0.88463], [-0.20138, -0.04302, -1.49423], [-0.91648, -0.67922, 1.04670]],
  "forces_ev_per_angstrom": [[-0.1258, -0.0284, -1.1756], [3.1875, -0.5821, -0.0942], [-0.4660, -0.5557, 0.0004], [-2.0160, 1.1133, 0.9094], [0.4737, 0.8255, 0.7186], [-1.0535, -0.7726, -0.3585]]
}

=====

{
  "formula": "H4O2",
  "method": "ωB97M-V/def2-TZVPD",
  "smiles": "O.O",
  "lumo_ev": 0.540,
  "orbital_gap_ev": 11.8,
  "relative_energy_kcal_mol": 4.80,
  "symbols": ["O", "O", "H", "H", "H", "H"],
  "positions_angstrom": [[1.91221, -0.22670, -0.06905], [-1.30181, -0.23575, -0.11080], [-2.18691, -0.33541, 0.16553], [1.08859, -0.67170, 0.06116], [1.65892, 0.72076, -0.04450], [-1.17101, 0.74880, -0.00234]],
  "forces_ev_per_angstrom": [[0.5323, 1.4809, -0.0580], [1.7590, 2.1194, -0.2094], [-1.6802, -0.4998, 0.5001], [-0.9544, -0.5970, 0.0948], [0.3878, -0.8947, -0.0495], [-0.0446, -1.6088, -0.2780]]
}

=====

{
  "formula": "H4O2",
  "method": "ωB97M-V/def2-TZVPD",
  "smiles": "O.O",
  "lumo_ev": 0.552,
  "orbital_gap_ev": 11.2,
  "relative_energy_kcal_mol": 4.45,
  "symbols": ["O", "O", "H", "H", "H", "H"],
  "positions_angstrom": [[-0.58848, -0.78830, 0.99719], [0.52123, 0.68818, -0.86873], [-1.49739, -0.66033, 0.77453], [1.20963, 1.17721, -0.30516], [0.92476, 0.70272, -1.72017], [-0.09899, -0.41859, 0.22313]],
  "forces_ev_per_angstrom": [[1.1693, -0.0419, -0.2112], [1.6197, 1.5971, 1.8319], [-0.8923, 0.1025, -0.1420], [-1.6322, -1.0326, -1.0116], [0.3215, -0.1802, -1.2036], [-0.5861, -0.4448, 0.7366]]
}